(i)
DFT (the ωB97M-V functional and the def2-TZVPD basis) results for 2 unconnected molecules or ions with the total composition C6H16.

Positions of all 22 atoms, in Å:
1 C 2.109 1.318 -0.111
2 C 1.823 1.011 1.395
3 C 2.774 0.160 -0.819
4 H 2.754 2.196 -0.150
5 H 1.161 1.593 -0.567
6 H 0.824 1.395 1.632
7 H 1.947 -0.062 1.579
8 H 3.773 -0.022 -0.424
9 H 2.527 1.513 2.067
10 H 2.903 0.325 -1.893
11 H 2.212 -0.759 -0.698
12 C -1.752 -0.735 0.159
13 C -2.622 0.486 -0.212
14 C -2.282 -2.078 -0.379
15 H -0.740 -0.589 -0.219
16 H -1.677 -0.816 1.245
17 H -3.343 0.734 0.559
18 H -2.948 -2.576 0.322
19 H -2.856 -1.933 -1.303
20 H -3.150 0.272 -1.148
21 H -1.965 1.336 -0.432
22 H -1.474 -2.768 -0.602

Values from the calculation:
E_HOMO in eV: -11.4
LUMO energy in eV: 1.095
Gap between HOMO and LUMO in Eh: 0.459

(ii)
DFT (the ωB97M-V functional and the def2-TZVPD basis) results for 2 unconnected molecules or ions with the total composition C6H16.

Positions of all 22 atoms, in Å:
1 C 2.577 1.481 0.530
2 C 1.555 1.340 1.672
3 C 1.892 1.550 -0.824
4 H 3.377 2.236 0.749
5 H 3.304 0.633 0.464
6 H 1.826 1.970 2.529
7 H 0.952 0.978 -0.829
8 H 1.581 2.528 -1.183
9 H 2.607 1.099 -1.554
10 H 0.554 1.467 1.272
11 H 1.626 0.365 2.172
12 C -2.656 -1.444 -0.452
13 C -1.683 -2.624 -0.567
14 C -1.869 -0.118 -0.273
15 H -3.174 -1.346 -1.440
16 H -3.353 -1.797 0.297
17 H -0.696 -2.365 -1.016
18 H -0.885 -0.152 -0.793
19 H -2.024 -3.333 -1.322
20 H -1.447 -3.075 0.354
21 H -2.442 0.743 -0.613
22 H -1.624 -0.137 0.827

Values from the calculation:
E_HOMO in eV: -10.7
LUMO energy in eV: 1.116
Gap between HOMO and LUMO in Eh: 0.435

(iii)
DFT (the ωB97M-V functional and the def2-TZVPD basis) results for 2 unconnected molecules or ions with the total composition C6H16.

Positions of all 22 atoms, in Å:
1 C 1.688 1.655 -0.254
2 C 0.942 1.521 -1.612
3 C 2.091 0.327 0.392
4 H 0.855 2.090 0.335
5 H 2.562 2.270 -0.428
6 H 0.026 0.956 -1.469
7 H 0.406 2.452 -1.923
8 H 2.995 0.188 0.955
9 H 1.451 1.298 -2.545
10 H 2.137 -0.453 -0.347
11 H 1.296 -0.013 1.094
12 C -1.381 -1.580 0.974
13 C -1.503 -1.662 -0.561
14 C -1.488 -0.061 1.330
15 H -2.158 -2.302 1.337
16 H -0.415 -1.960 1.385
17 H -2.292 -2.363 -0.831
18 H -2.528 0.173 1.074
19 H -1.621 -0.170 2.412
20 H -0.689 -2.100 -1.167
21 H -1.742 -0.757 -1.132
22 H -0.632 0.490 0.981

Values from the calculation:
E_HOMO in eV: -11.0
LUMO energy in eV: 1.183
Gap between HOMO and LUMO in Eh: 0.448

(iv)
DFT (the ωB97M-V functional and the def2-TZVPD basis) results for 2 unconnected molecules or ions with the total composition C6H16.

Positions of all 22 atoms, in Å:
1 C -0.293 -0.854 -1.165
2 C -1.231 -0.449 -0.039
3 C -0.064 -2.377 -1.134
4 C -0.841 -0.448 -2.527
5 H 0.665 -0.358 -0.981
6 H -2.216 -0.892 -0.228
7 H 0.375 -2.644 -0.175
8 H -1.042 -2.867 -1.107
9 H 0.553 -2.687 -1.968
10 H -0.423 0.472 -2.941
11 H -0.538 -1.181 -3.266
12 H -1.337 0.631 0.030
13 H -0.988 -0.875 0.929
14 H -1.924 -0.387 -2.435
15 C 0.798 1.397 2.591
16 C 1.551 2.348 1.671
17 H 0.836 0.377 2.299
18 H 1.232 1.383 3.596
19 H -0.243 1.672 2.680
20 H 2.628 2.220 1.663
21 H 1.238 2.138 0.642
22 H 1.263 3.380 1.862

Values from the calculation:
E_HOMO in eV: -11.2
LUMO energy in eV: 1.086
Gap between HOMO and LUMO in Eh: 0.451

So which one wins? Going from most stable to least: (iv), (i), (ii), (iii).

(i)
DFT (the ωB97M-V functional and the def2-TZVPD basis) results for 2 unconnected molecules or ions with the total composition C6H16.

Positions of all 22 atoms, in Å:
1 C 2.177 1.262 -1.328
2 C 0.850 1.852 -0.875
3 C 2.109 -0.160 -1.723
4 H 2.685 1.825 -2.095
5 H 2.951 1.464 -0.539
6 H 0.308 2.088 -1.750
7 H 1.739 -0.889 -0.976
8 H 1.638 -0.234 -2.669
9 H 0.915 2.847 -0.444
10 H 0.320 1.271 -0.050
11 H 3.200 -0.664 -1.795
12 C -2.330 -1.145 1.037
13 C -1.310 -2.012 1.756
14 C -1.603 0.211 1.091
15 H -3.298 -1.211 1.558
16 H -2.593 -1.347 -0.006
17 H -1.167 -1.761 2.826
18 H -1.602 -3.008 1.468
19 H -1.035 0.352 0.083
20 H -0.257 -1.942 1.341
21 H -0.852 0.261 1.917
22 H -2.314 0.894 1.381

Values from the calculation:
E_HOMO in eV: -10.4
LUMO energy in eV: 1.087
Gap between HOMO and LUMO in Eh: 0.424

(ii)
DFT (the ωB97M-V functional and the def2-TZVPD basis) results for 2 unconnected molecules or ions with the total composition C6H16.

Positions of all 22 atoms, in Å:
1 C 0.050 -0.086 -1.648
2 C 1.200 -1.066 -1.353
3 C 0.551 1.218 -2.274
4 C -0.928 -0.556 -2.870
5 H -0.768 -0.123 -0.838
6 H 1.722 -1.288 -2.253
7 H 1.103 0.951 -3.139
8 H -0.093 2.063 -2.439
9 H 1.309 1.570 -1.522
10 H -0.604 -0.231 -3.836
11 H -1.076 -1.604 -2.496
12 H 0.968 -1.894 -0.862
13 H 1.879 -0.403 -0.699
14 H -1.790 -0.093 -2.842
15 C -0.051 0.826 3.535
16 C -0.798 -0.503 3.687
17 H -0.673 1.610 4.173
18 H 0.954 0.732 3.941
19 H 0.101 1.233 2.541
20 H -0.447 -1.104 4.468
21 H -1.903 -0.194 3.928
22 H -0.703 -1.057 2.796

Values from the calculation:
E_HOMO in eV: -9.9
LUMO energy in eV: 0.997
Gap between HOMO and LUMO in Eh: 0.399

(iii)
DFT (the ωB97M-V functional and the def2-TZVPD basis) results for 2 unconnected molecules or ions with the total composition C6H16.

Positions of all 22 atoms, in Å:
1 C -0.245 -1.614 2.042
2 C -1.405 -1.301 2.756
3 H 0.067 -2.644 2.305
4 H -0.167 -1.550 0.964
5 H 0.513 -1.050 2.474
6 H -2.302 -1.140 2.254
7 H -1.270 -0.619 3.666
8 H -1.718 -2.265 3.255
9 C 0.518 1.264 -1.479
10 C 0.731 0.547 -2.830
11 C -0.870 0.940 -0.878
12 C 1.524 0.911 -0.403
13 H 0.460 2.326 -1.859
14 H 1.622 1.027 -3.288
15 H -0.169 0.517 -3.433
16 H -1.243 -0.098 -1.102
17 H -0.772 1.151 0.152
18 H -1.585 1.713 -1.293
19 H 2.513 0.674 -0.751
20 H 1.414 1.818 0.280
21 H 1.302 -0.177 -0.056
22 H 1.082 -0.429 -2.776

Values from the calculation:
E_HOMO in eV: -10.7
LUMO energy in eV: 1.087
Gap between HOMO and LUMO in Eh: 0.434

So which one wins? Going from most stable to least: (i), (iii), (ii).

(i)
DFT (the ωB97M-V functional and the def2-TZVPD basis) results for a gas-phase ion, C2H7N2 (charge +1).

Positions of all 11 atoms, in Å:
1 C 0.924 -0.726 0.041
2 C -1.309 0.397 -0.009
3 N -0.431 -0.721 -0.109
4 N 1.572 0.415 -0.014
5 H 1.505 -1.619 0.089
6 H -2.074 -0.034 0.517
7 H -0.987 1.289 0.546
8 H -1.710 0.839 -1.038
9 H -0.941 -1.628 -0.302
10 H 2.492 0.464 0.468
11 H 0.962 1.323 -0.189

Values from the calculation:
E_HOMO in eV: -15.5
Total charge: +1
LUMO energy in eV: -4.055
Gap between HOMO and LUMO in Eh: 0.421

(ii)
DFT (the ωB97M-V functional and the def2-TZVPD basis) results for a gas-phase ion, C2H7N2 (charge +1).

Positions of all 11 atoms, in Å:
1 C -0.176 -0.916 -0.004
2 C 1.123 1.263 -0.402
3 N -1.300 -1.477 0.318
4 N 0.038 0.561 0.272
5 H 0.671 -1.550 -0.293
6 H 0.814 1.603 -1.334
7 H 1.817 0.462 -0.497
8 H 1.379 2.144 0.236
9 H -1.640 -2.452 0.215
10 H -2.057 -0.848 0.766
11 H -0.669 1.209 0.722

Values from the calculation:
E_HOMO in eV: -14.9
Total charge: +1
LUMO energy in eV: -4.602
Gap between HOMO and LUMO in Eh: 0.380

So which one wins? Going from most stable to least: (i), (ii).

(i)
DFT (the ωB97M-V functional and the def2-TZVPD basis) results for a gas-phase ion, C2H7N2 (charge +1).

Positions of all 11 atoms, in Å:
1 C -0.635 -0.487 -0.021
2 C 0.186 0.610 -0.061
3 N 1.122 0.959 1.051
4 N -0.865 -1.217 -1.104
5 H -1.410 -0.649 0.729
6 H -0.027 1.471 -0.668
7 H 0.912 1.592 1.804
8 H 1.548 0.124 1.461
9 H 1.883 1.274 0.461
10 H -1.865 -1.298 -1.259
11 H -0.309 -1.114 -1.940

Values from the calculation:
E_HOMO in eV: -13.1
Total charge: +1
LUMO energy in eV: -4.090
Gap between HOMO and LUMO in Eh: 0.331

(ii)
DFT (the ωB97M-V functional and the def2-TZVPD basis) results for a gas-phase ion, C2H7N2 (charge +1).

Positions of all 11 atoms, in Å:
1 C 1.588 0.210 0.726
2 N 0.526 0.003 -0.269
3 C -0.867 0.042 -0.012
4 N -1.495 -0.174 -1.302
5 H -2.310 -0.780 -1.326
6 H 2.358 -0.679 0.664
7 H 2.262 1.094 0.361
8 H -1.383 0.932 0.477
9 H -1.080 -0.740 0.860
10 H 1.277 0.410 1.847
11 H -0.876 -0.319 -2.026

Values from the calculation:
E_HOMO in eV: -14.8
Total charge: +1
LUMO energy in eV: -8.556
Gap between HOMO and LUMO in Eh: 0.229

(iii)
DFT (the ωB97M-V functional and the def2-TZVPD basis) results for a gas-phase ion, C2H7N2 (charge +1).

Positions of all 11 atoms, in Å:
1 C -1.102 -0.597 -0.314
2 C 1.228 0.355 0.041
3 N 0.535 -0.929 -0.227
4 N -1.346 0.413 0.438
5 H -1.685 -1.449 -0.843
6 H 0.782 1.229 -0.524
7 H 1.208 0.513 1.217
8 H 2.303 0.333 -0.181
9 H 0.855 -1.540 -1.023
10 H -2.294 0.833 0.538
11 H -0.484 0.840 0.878

Values from the calculation:
E_HOMO in eV: -15.2
Total charge: +1
LUMO energy in eV: -5.019
Gap between HOMO and LUMO in Eh: 0.373

So which one wins? Going from most stable to least: (i), (iii), (ii).